Density functional theory data (wB97M-V/def2-TZVPD) for C35H34ClFeNOSi2 as an isolated structure.

```
! RIJCOSX wB97M-V def2-TZVPD def2/J DEFGRID3
* xyz 0 5
C 4.4997 -0.6882 0.8495
C 3.4904 -1.4424 0.1756
C 2.9982 -0.6381 -0.9178
H 3.2607 -2.4851 0.3558
C 3.7222 0.6078 -0.9032
C 4.6399 0.5704 0.1898
H 5.3965 1.3140 0.4129
H 5.1421 -1.0677 1.6318
H 2.3255 -0.9725 -1.7005
H 3.6543 1.3946 -1.6491
Fe 2.2606 0.3513 0.8409
Si -0.8963 0.7830 0.6954
C -0.8638 -1.0537 1.1443
C -1.7666 -1.3033 2.1770
H -2.1931 -0.4578 2.7220
C -2.1732 -2.6149 2.4182
H -2.9647 -2.7759 3.1476
C -1.5994 -3.6902 1.7199
H -1.9361 -4.7135 1.9052
C -0.6012 -3.4314 0.7710
H -0.1329 -4.2462 0.2082
C -0.2192 -2.1200 0.4860
H 0.5558 -1.9563 -0.2643
C -0.3458 0.8307 -1.3970
C -0.2864 -0.2797 -2.3252
H -0.7686 -1.2386 -2.1144
C 0.2313 -0.0650 -3.6121
H 0.0121 -0.7934 -4.3887
C 0.9377 1.0938 -3.9293
H 1.3132 1.2590 -4.9423
C 1.1364 2.0641 -2.9276
H 1.7089 2.9574 -3.1844
C 0.5285 1.9527 -1.6973
H 0.6336 2.7615 -0.9694
H 0.6902 0.1615 0.2516
Si -2.2035 0.6229 -1.3083
C -2.9261 1.8054 -2.4876
C -3.8387 1.2528 -3.4063
H -4.4765 0.4292 -3.0899
C -3.8243 1.7299 -4.7122
H -4.4530 1.2505 -5.4648
C -2.9694 2.7861 -5.0498
H -2.8765 3.0874 -6.0869
C -2.2277 3.4634 -4.0730
H -1.6029 4.3173 -4.3365
C -2.2611 3.0122 -2.7558
H -1.7244 3.5178 -1.9543
C -3.5559 -0.6249 -0.7857
C -3.4236 -1.9062 -1.3458
H -2.6109 -2.1146 -2.0481
C -4.3653 -2.8943 -1.0365
H -4.2502 -3.8821 -1.4825
C -5.4310 -2.6311 -0.1785
H -6.1496 -3.4182 0.0647
C -5.5458 -1.3614 0.4033
H -6.3762 -1.1543 1.0773
C -4.6121 -0.3542 0.1172
H -4.7050 0.6430 0.5668
H -1.8201 1.4703 1.6122
Cl 0.6252 2.1444 1.6276
O 2.8427 -1.8731 3.0892
C 2.5280 -1.0124 4.1825
C 3.3288 0.2461 4.0392
C 4.2160 0.6022 5.0537
C 4.9515 1.7684 4.9822
C 4.7453 2.5673 3.8571
C 3.8543 2.1523 2.8636
N 3.2036 0.9705 2.9165
H 2.4082 -2.7262 3.2562
H 2.8561 -1.4919 5.1114
H 1.4492 -0.7787 4.2213
H 4.2792 -0.0698 5.8969
H 5.6585 2.0551 5.7562
H 5.2376 3.5191 3.7195
H 3.6552 2.8113 2.0079
*
```

## Properties
* LUMO (spin up / spin down): -0.02 / -0.57 eV
* HOMO-LUMO gap (spin up / spin down): 5.2 / 6.3 eV
* <S²>: 6.163
* energy relative to the best compared isomer or geometry (same formula, charge and spin): 378.7 kJ/mol

Partial atomic charges computed with the Löwdin method, in multiples of e:
1. C -0.16
2. C -0.17
3. C -0.20
4. H 0.10
5. C -0.17
6. C -0.16
7. H 0.09
8. H 0.10
9. H 0.09
10. H 0.09
11. Fe 0.34
12. Si 0.27
13. C -0.33
14. C -0.13
15. H 0.09
16. C -0.08
17. H 0.10
18. C -0.09
19. H 0.10
20. C -0.09
21. H 0.11
22. C -0.10
23. H 0.09
24. C -0.44
25. C -0.18
26. H 0.08
27. C -0.09
28. H 0.11
29. C -0.10
30. H 0.10
31. C -0.10
32. H 0.11
33. C -0.15
34. H 0.07
35. H -0.03
36. Si 0.75
37. C -0.27
38. C -0.09
39. H 0.10
40. C -0.08
41. H 0.10
42. C -0.08
43. H 0.10
44. C -0.07
45. H 0.11
46. C -0.09
47. H 0.11
48. C -0.27
49. C -0.10
50. H 0.09
51. C -0.08
52. H 0.10
53. C -0.09
54. H 0.10
55. C -0.08
56. H 0.10
57. C -0.08
58. H 0.11
59. H -0.04
60. Cl 0.30
61. O -0.07
62. C -0.18
63. C -0.25
64. C -0.02
65. C -0.05
66. C -0.05
67. C -0.14
68. N 0.05
69. H 0.10
70. H 0.11
71. H 0.13
72. H 0.11
73. H 0.11
74. H 0.10
75. H 0.11